# 1
The following is a DFT calculation (wB97M-V/def2-TZVPD) of a structure of composition C48H54MnN5O4S2Si.

The total energy comes out at -4673.45074 hartree. The spin multiplicity is 6. Its LUMO energy (spin up / spin down) is 2.02 / 2.02 eV. As for the HOMO-LUMO gap (spin up / spin down): 0.1465 / 0.2369 Ha. The value obtained for the HOMO energy (spin up / spin down) is -1.97 / -4.43 eV. The charge is -1.

Structure (XYZ):
```
115
Properties=species:S:1:pos:R:3:forces:R:3
Mn -0.280110 -0.067776 0.266317 -0.2793 0.3500 0.3210
C 3.277275 -2.052734 2.305003 0.0721 0.0537 -0.0940
C 1.973185 -1.640351 1.982554 0.0031 0.0867 -0.0780
N 1.684934 -1.006488 0.862936 0.0628 -0.0399 0.0699
C 2.683246 -0.704349 -0.013148 -0.0954 -0.0402 0.0058
C 4.030054 -1.040227 0.252383 0.0709 -0.0301 0.0386
C 4.295899 -1.748555 1.444489 -0.0916 -0.0201 0.0418
C 5.046072 -0.654503 -0.646660 -0.0148 0.0458 -0.0685
C 4.686595 0.078271 -1.749837 0.1180 -0.0658 0.0816
C 3.358563 0.399316 -2.038258 -0.1676 0.0165 0.0009
C 2.298974 -0.016844 -1.222487 0.1355 0.0140 0.0162
N 0.979957 0.224339 -1.383302 0.0189 -0.1757 -0.0075
C 0.499124 0.697193 -2.597564 -0.1243 0.0318 -0.1625
C 1.003723 0.306516 -3.844293 -0.0318 0.0186 0.0496
C 0.503017 0.857734 -5.008018 -0.0040 0.0036 -0.0122
C -0.520949 1.792879 -4.961018 0.0002 0.0073 -0.0065
C -1.113404 2.131314 -3.750872 0.0359 -0.0262 -0.0101
C -2.293236 3.076317 -3.741855 -0.0228 -0.0338 -0.0287
C -3.577824 1.838460 -1.857202 0.0486 0.0036 -0.0322
C -2.330446 2.026183 -1.017495 0.0815 -0.0260 0.0234
N -1.117729 1.821688 -1.298518 -0.0734 0.1152 0.0736
C -0.623736 1.552684 -2.577918 0.0641 -0.0796 -0.1131
H 3.450322 -2.580897 3.232623 0.0161 -0.0016 0.0066
H 1.152691 -1.831259 2.660380 -0.0377 0.0010 -0.0124
H 5.318924 -2.030672 1.666931 0.0075 -0.0027 0.0089
H 6.076225 -0.909004 -0.434520 0.0142 0.0078 -0.0092
H 5.452499 0.430601 -2.431385 0.0190 -0.0086 0.0085
H 3.154377 0.996972 -2.913509 -0.0252 -0.0078 0.0059
H 1.782217 -0.441523 -3.891788 0.0047 -0.0035 0.0118
H 0.910216 0.548438 -5.963410 -0.0013 0.0052 -0.0026
H -0.898954 2.234962 -5.875765 -0.0013 -0.0022 -0.0036
H -2.447287 3.366214 -4.788427 0.0106 -0.0157 0.0115
H -4.358408 2.411174 -1.334929 0.0177 -0.0375 -0.0375
H -2.533491 2.215064 0.039579 0.0053 0.0370 0.0311
C -1.607721 -2.489226 3.547001 -0.0009 -0.0376 -0.0458
C -1.708654 -1.552739 4.572358 -0.0115 -0.0455 0.0544
C -1.454319 -0.213564 4.336394 0.0030 0.0709 -0.0374
C -1.064330 0.223730 3.060027 0.0038 -0.0559 -0.0202
C -0.960612 -0.727407 2.038041 0.0932 -0.1789 -0.1148
C -1.256330 -2.061248 2.267925 -0.0052 0.1003 0.0844
C -0.734183 1.590772 2.699706 -0.0135 -0.0856 0.1230
C -1.089038 2.684346 3.481431 0.0056 -0.0275 0.0012
C -0.772554 3.964184 3.089690 -0.0516 -0.0537 0.0744
C 0.000243 4.138396 1.900125 0.0643 0.0529 -0.0801
C 0.424135 5.403651 1.474399 -0.0008 -0.0183 0.0029
C 1.201879 5.567939 0.342314 0.0026 0.0121 -0.0172
C 1.581720 4.439586 -0.376921 0.0223 0.0118 -0.0304
C 1.170694 3.179014 0.017883 0.0216 -0.0503 -0.0503
C 0.353418 2.984799 1.140988 0.0401 0.0468 -0.0311
N -0.079130 1.720551 1.486707 -0.0054 0.0338 0.0706
H -1.829562 -3.533267 3.735761 0.0044 -0.0026 -0.0010
H -1.990644 -1.872265 5.569257 -0.0022 -0.0086 -0.0053
H -1.528042 0.493830 5.153963 -0.0037 0.0024 0.0017
H -1.216479 -2.768803 1.445089 -0.0038 -0.0152 -0.0111
H -1.645468 2.513123 4.394446 -0.0067 -0.0023 0.0047
H -1.065627 4.828036 3.672768 -0.0052 0.0034 0.0065
H 0.130165 6.265258 2.064957 -0.0042 0.0059 0.0086
H 1.515930 6.556271 0.029680 0.0041 0.0012 -0.0046
H 2.202786 4.536681 -1.260014 0.0030 0.0109 0.0013
H 1.466318 2.315598 -0.557840 -0.0141 0.0095 0.0197
C -3.107790 -4.072016 -1.132282 -0.0111 -0.0282 -0.0274
C -3.726015 -3.364856 -2.337794 -0.0174 -0.0045 -0.0216
C -3.141080 -3.920549 -3.632362 -0.0397 0.0314 0.0395
C -5.245119 -3.530152 -2.338204 0.0161 -0.0148 -0.0268
O -3.413593 -1.972366 -2.329401 0.0027 -0.1387 -0.0884
Si -3.353873 -0.911139 -1.083943 -0.1422 0.1358 -0.0413
O -1.922587 -0.789938 -0.425708 0.1389 0.0083 -0.2262
O -3.939195 0.482411 -1.767798 -0.0373 0.0252 0.0471
C -3.583349 2.316742 -3.346968 0.0175 0.0401 -0.0010
C -4.797567 3.230992 -3.545312 0.0184 -0.0065 0.0227
C -2.019886 4.380727 -2.981524 0.0096 0.0291 0.0061
C -3.741918 1.118114 -4.289200 -0.0340 0.0156 -0.0232
O -4.574088 -1.399156 -0.090506 0.1204 -0.1924 0.1903
C -5.127081 -0.864445 1.105744 -0.1018 0.0554 -0.0282
C -4.926961 -1.896314 2.208860 -0.0145 0.0446 0.0136
C -4.476601 0.459910 1.491850 0.0087 -0.0187 0.0459
C -6.616411 -0.656120 0.837105 0.0320 0.0046 0.0051
H -3.294295 -5.147806 -1.188418 -0.0050 0.0101 -0.0190
H -3.539082 -3.695085 -0.204904 -0.0117 0.0248 0.0329
H -2.030242 -3.905713 -1.115841 0.0248 0.0188 -0.0015
H -3.387151 -4.979379 -3.741667 0.0027 -0.0072 0.0049
H -2.058424 -3.805706 -3.636152 0.0379 0.0005 -0.0028
H -3.552213 -3.374644 -4.482932 -0.0062 0.0067 -0.0120
H -5.516196 -4.588094 -2.384126 0.0139 -0.0030 -0.0029
H -5.669830 -3.024286 -3.207472 0.0000 0.0112 -0.0008
H -5.669467 -3.091342 -1.437387 -0.0087 0.0075 0.0254
H -4.758641 4.108827 -2.898244 0.0024 0.0088 0.0122
H -5.713116 2.683622 -3.311871 -0.0185 -0.0071 -0.0004
H -4.860392 3.572030 -4.581696 0.0050 0.0076 -0.0172
H -1.985168 4.262046 -1.900291 0.0069 -0.0019 0.0165
H -2.776923 5.130118 -3.216155 -0.0161 0.0039 0.0053
H -1.051117 4.781588 -3.283534 -0.0047 0.0002 -0.0145
H -4.717163 0.651193 -4.159867 -0.0051 -0.0107 0.0178
H -2.989224 0.351655 -4.118516 0.0189 -0.0102 0.0012
H -3.652166 1.464189 -5.322914 -0.0094 0.0044 -0.0160
H -3.865419 -2.091785 2.349010 -0.0175 0.0162 -0.0118
H -5.427109 -2.830241 1.943732 0.0015 -0.0126 -0.0239
H -5.337278 -1.535476 3.155007 -0.0150 -0.0020 0.0080
H -3.412201 0.326143 1.686156 0.0323 -0.0045 -0.0229
H -4.938305 0.858415 2.397885 -0.0025 -0.0140 0.0075
H -4.607658 1.191488 0.693870 -0.0262 0.0235 -0.0103
H -7.070605 -1.597532 0.524011 -0.0059 -0.0117 -0.0079
H -6.751614 0.074147 0.037984 0.0025 0.0103 -0.0218
H -7.131102 -0.299750 1.732211 0.0119 0.0079 0.0117
S 0.377201 -2.976098 -2.315659 0.0881 -0.1071 -0.0371
C 1.512695 -4.043046 -1.819672 -0.0121 0.0645 0.0773
N 2.239182 -3.956611 -0.685327 -0.0916 0.0152 -0.0744
C 2.959816 -5.136713 -0.265430 0.0405 -0.0679 0.0398
C 3.356959 -5.831434 -1.562264 0.0366 -0.0044 0.0436
S 1.962663 -5.518602 -2.682696 -0.0062 0.0265 -0.0215
H 1.979327 -3.233331 -0.030645 0.0010 0.0366 0.0408
H 2.320512 -5.791056 0.340573 0.0184 0.0160 -0.0160
H 3.831465 -4.853536 0.325698 -0.0071 -0.0048 -0.0109
H 3.499545 -6.901160 -1.427670 -0.0059 -0.0016 -0.0063
H 4.263643 -5.392765 -1.978390 -0.0115 0.0027 -0.0113
```
Positions in Å, forces in eV/Å.



# 2
The following is a DFT calculation (wB97M-V/def2-TZVPD) of a cluster of 3 separate species, C3H10FN2 in total at a distorted geometry.

The total energy comes out at -329.31862 hartree. Its LUMO energy is -6.12 eV. As for the HOMO-LUMO gap: 0.1999 Ha. The value obtained for the HOMO energy is -11.56 eV. The charge is +1.

Structure (XYZ):
```
16
Properties=species:S:1:pos:R:3:forces:R:3
C -0.311771 -0.479983 2.051874 -0.3032 -0.9130 0.7345
C -0.365291 -1.295356 1.025660 -0.5365 -0.0857 -2.2818
C -3.568774 0.221830 -0.230622 1.1924 -1.5106 -1.8485
N -2.705320 0.608811 -1.137191 -0.1393 2.4039 4.0320
N 5.175456 0.645936 -1.351973 -1.4840 0.0016 0.0261
F -4.410559 -0.716823 -0.610093 0.9787 1.7282 0.9101
H -0.907093 0.378605 1.931945 -0.2093 1.4822 0.2695
H 0.062446 -0.694156 3.035942 0.3738 -0.0884 0.1053
H -0.911978 -0.773618 0.143470 1.1396 -1.7280 1.0564
H 0.057744 -2.327776 0.911143 -0.4298 1.3127 0.1241
H -3.484720 0.487876 0.838957 -0.4313 -0.0408 -0.6354
H -2.002971 1.397132 -0.937124 -1.3478 -1.6374 -0.1562
H -2.808252 0.362321 -2.068521 -0.2711 -0.9249 -2.3157
H 5.168439 1.542654 -0.955672 0.1799 1.7549 -0.1868
H 5.804382 0.548769 -2.123028 0.5407 -0.4173 0.3712
H 5.208255 0.093783 -0.524770 0.7471 -1.3373 -0.2047
```
Positions in Å, forces in eV/Å.



# 3
The following is a DFT calculation (wB97M-V/def2-TZVPD) of an isolated molecule of C5H10O.

The total energy comes out at -271.73336 hartree. Its LUMO energy is 0.89 eV. The SMILES is C/C=C(\O)CC. As for the HOMO-LUMO gap: 0.3444 Ha. The value obtained for the HOMO energy is -8.48 eV.

Structure (XYZ):
```
16
Properties=species:S:1:pos:R:3:forces:R:3
C 0.036440 0.157800 2.514967 0.0307 0.0884 0.0437
C 0.065153 -0.487933 1.158895 0.0075 0.0454 -0.1315
C 0.398250 0.093949 0.002354 -0.1525 -0.3559 0.0792
O 0.831930 1.383754 -0.132710 0.0291 0.1090 0.2249
C 0.281263 -0.568781 -1.339696 0.0400 -0.0586 0.0058
C -0.775106 0.121923 -2.207914 -0.0566 0.0401 -0.0368
H 0.326065 1.216245 2.499593 -0.0312 -0.1534 0.0186
H -0.975304 0.119902 2.936781 0.1519 0.0020 -0.0425
H 0.702675 -0.345703 3.225145 -0.0764 0.0601 -0.1135
H -0.247627 -1.527713 1.111035 0.0193 0.1553 -0.0486
H 0.906293 1.785497 0.742255 -0.0096 -0.0199 -0.1354
H 1.254113 -0.533229 -1.846311 -0.1101 0.0109 0.0820
H 0.025040 -1.623160 -1.192653 0.0450 0.1664 0.0015
H -0.868792 -0.367716 -3.182465 0.0341 0.0650 0.1370
H -0.510386 1.170542 -2.371524 -0.0505 -0.1535 -0.0015
H -1.752650 0.092773 -1.713917 0.1292 -0.0012 -0.0827
```
Positions in Å, forces in eV/Å.



# 4
The following is a DFT calculation (wB97M-V/def2-TZVPD) of an isolated molecule of C6H11NO2 at a distorted geometry.

The total energy comes out at -440.26889 hartree. Its LUMO energy (spin up / spin down) is -0.03 / 0.44 eV. As for the HOMO-LUMO gap (spin up / spin down): 0.2546 / 0.3003 Ha. The value obtained for the HOMO energy (spin up / spin down) is -6.95 / -7.73 eV.

Structure (XYZ):
```
20
Properties=species:S:1:pos:R:3:forces:R:3
C -1.367336 0.969172 -1.036023 0.7022 -1.2313 3.3399
C -0.042193 -0.730934 -2.116412 -0.9495 1.3668 -0.3201
C -0.763553 1.403705 0.380915 -0.8581 -0.1932 -1.2278
C 0.038392 -1.618097 0.143174 1.1546 -0.9144 -0.1643
C 0.658559 1.866255 0.546523 -0.1662 -0.0973 -0.1746
C 0.817461 -1.793568 1.403693 -0.0999 -0.1793 -0.0468
N 0.558883 -1.017879 -0.915535 -0.8307 1.1482 1.0250
O -0.536942 0.723713 -2.052799 1.5568 -1.1395 -1.4810
O -1.483717 2.229929 -0.527027 -0.4101 1.3255 -0.7453
H 1.327421 -0.392904 -0.696952 0.0736 0.0591 -0.0242
H -2.268732 0.349045 -0.989788 -0.0190 0.1740 -0.1582
H -0.889699 -1.377113 -2.345000 -0.0075 0.0007 0.1585
H -1.340412 1.230177 1.291563 0.1416 -0.2084 -0.1365
H -0.787254 -2.280477 -0.054565 -0.5434 0.2058 0.0336
H 1.151806 1.898182 -0.426221 0.0803 -0.0839 0.0264
H 1.207878 1.238264 1.243754 0.1242 -0.1273 0.0383
H 0.678232 2.887192 0.937510 -0.0808 -0.0617 0.0278
H 1.113553 -2.838059 1.499041 0.1426 -0.1161 0.1361
H 0.205924 -1.562340 2.286424 0.0630 0.0283 -0.2678
H 1.721731 -1.184260 1.427726 -0.0736 0.0440 -0.0390
```
Positions in Å, forces in eV/Å.



# 5
The following is a DFT calculation (wB97M-V/def2-TZVPD) of a structure of composition C5H9NO2 at a distorted geometry.

The total energy comes out at -400.83742 hartree. Its LUMO energy is 0.63 eV. As for the HOMO-LUMO gap: 0.3488 Ha. The value obtained for the HOMO energy is -8.87 eV.

Structure (XYZ):
```
17
Properties=species:S:1:pos:R:3:forces:R:3
C 1.530978 -0.750049 0.224021 6.7561 -0.6882 1.7831
C 0.508593 -0.232179 -0.578809 0.7256 0.8634 -6.2544
C -0.864052 1.308262 0.459702 -0.0252 4.0843 3.3720
C -1.683179 0.294867 -0.265540 1.0370 0.9627 2.5058
C -0.587399 -0.833748 0.011265 -5.2611 -1.0837 -1.6140
H 2.558469 0.868050 -0.054222 -0.8876 3.3296 0.1260
H 1.935731 -1.835803 0.122499 -1.6726 1.5406 -0.2419
H 1.375921 -0.578576 1.278613 -0.4830 -0.1523 0.5425
H 0.726730 -0.486212 -1.650996 -0.2378 0.6294 0.7284
H -1.385616 2.532773 0.661081 1.9583 -3.5887 -1.4404
H -0.585770 1.040100 1.670564 -0.6921 0.5216 -3.6511
H -1.839809 0.555270 -1.305728 0.3270 0.2553 -0.0395
H -2.427221 -1.080598 -1.041436 0.7055 -1.8700 3.8106
H -0.354652 -1.004133 0.963915 0.2872 -0.2120 3.8949
N -2.039032 -1.078461 0.068183 -1.8546 0.7907 -5.9606
O 2.716623 -0.025516 -0.073555 2.0283 -3.3410 -0.2448
O 0.413678 1.305952 -0.489557 -2.7110 -2.0419 2.6833
```
Positions in Å, forces in eV/Å.



# 6
The following is a DFT calculation (wB97M-V/def2-TZVPD) of a cluster of 10 separate species, C5H30N2O10 in total at a distorted geometry.

The total energy comes out at -1069.72415 hartree. Its LUMO energy is -6.94 eV. As for the HOMO-LUMO gap: 0.3059 Ha. The value obtained for the HOMO energy is -15.27 eV. The charge is +2.

Structure (XYZ):
```
47
Properties=species:S:1:pos:R:3:forces:R:3
O 0.615567 -1.897616 1.536608 0.7811 -0.4087 3.3648
C 0.080828 -1.719488 0.508926 -0.9474 2.5751 0.1936
C 0.312812 -0.314962 -0.106943 1.4256 0.0898 1.4486
C -0.730847 0.729120 0.371241 1.4841 -0.4759 -1.8466
C -1.798808 0.760493 -0.683325 0.4002 -1.0743 -2.1083
C -3.052335 2.584244 -1.486851 1.8592 -4.2138 -1.3245
N -2.628445 1.942113 -0.448496 -1.0792 1.3089 -0.5572
N 1.655003 0.197300 0.411650 1.5734 2.2769 1.4728
H -0.711043 -2.370121 0.259417 -1.0661 -0.8701 -1.4605
H 0.454957 -0.434909 -1.145917 -0.2609 0.2880 -1.1276
H -1.181345 0.268041 1.178920 -0.7555 -0.0968 2.4004
H -0.223812 1.714865 0.617759 -0.9844 -1.1842 -0.4064
H -2.428894 -0.169558 -0.721754 0.5312 0.8141 0.4867
H -1.275864 0.744708 -1.739005 -1.3714 0.6684 1.8764
H -3.374881 3.543676 -1.503488 -1.6224 2.7466 0.5918
H -2.946749 2.065263 -2.547876 0.0050 1.1239 2.4378
H -2.776571 2.264550 0.618477 0.8002 -0.2442 -2.0385
H 2.357161 -0.482020 0.854199 -1.4353 0.3428 -1.3937
H 1.612801 0.967170 1.279744 -0.2041 -1.9966 -2.0733
H 2.174230 0.696611 -0.391281 -0.8963 -1.2943 1.5990
H -0.964923 -1.777531 -3.579120 1.4098 -0.0401 -2.5677
H -2.133011 -2.287207 -2.877280 -0.0216 -0.0272 0.3489
O -1.338558 -1.753514 -2.743514 -1.4260 0.0775 2.2737
H -3.455594 -3.436255 2.011496 -1.2931 -1.0944 -0.0332
H -2.453722 -2.615935 2.877747 -0.6605 -0.5087 -3.4639
O -2.735121 -2.856429 1.876477 1.9740 1.6745 3.1129
H 0.783881 0.007473 -4.613942 0.2525 2.0144 -0.0031
H 0.799812 1.664643 -4.641975 0.2519 -1.3568 0.1385
O 1.116218 0.848171 -4.187524 -0.7683 -0.7067 -0.5306
H 5.173612 0.026557 0.240362 2.1569 0.3569 0.4036
H 4.244169 -0.091254 -0.988349 0.2652 0.0328 0.3402
O 4.300368 -0.131407 -0.020570 -2.1810 -0.4045 -0.7737
H 2.801232 -1.123562 -2.731801 0.1004 0.1437 1.2473
H 1.804479 -0.149633 -2.886799 -0.7422 1.4503 -0.1697
O 2.303423 -0.497869 -2.150916 1.2859 -1.5144 -1.2021
H 3.033753 -2.573609 -0.264585 1.7242 0.4027 -1.1534
H 2.433581 -3.444665 0.799701 -1.2942 2.1395 -2.0423
O 2.180141 -2.718009 0.082748 1.0248 -3.1013 2.1866
H -0.966760 -0.848503 2.854661 2.9392 1.7739 -2.9194
H -1.072162 -1.130248 4.348938 3.0167 0.8902 5.6091
O -1.397880 -1.199851 3.546387 -5.9059 -2.6744 -2.1808
H -1.840516 3.847375 1.863291 -0.7431 -2.8757 1.3227
H -2.779543 2.943446 2.871580 1.5675 0.0537 -1.3245
O -2.057051 2.864428 2.162878 -1.1440 2.8854 -0.1123
H 1.933676 1.142334 3.529935 -0.3056 -0.2332 -0.1046
H 2.426698 2.470874 2.969400 -1.9381 -1.7139 -0.7642
O 1.726046 1.730704 2.788760 2.2179 1.9802 0.8265
```
Positions in Å, forces in eV/Å.